Entry 1:
{
  "formula": "C29H49AsCdN2OP",
  "method": "ωB97M-V with the def2-TZVPD basis set",
  "species": ["Cd", "C", "C", "C", "P", "C", "C", "C", "C", "C", "C", "C", "C", "C", "C", "N", "C", "C", "C", "C", "C", "C", "C", "C", "C", "H", "H", "H", "H", "H", "H", "H", "H", "H", "H", "H", "H", "H", "H", "H", "H", "H", "H", "H", "H", "H", "H", "H", "H", "H", "H", "H", "H", "H", "H", "H", "C", "As", "C", "C", "H", "H", "H", "H", "H", "H", "H", "H", "H", "C", "N", "C", "C", "C", "O", "H", "H", "H", "H", "H", "H", "H", "H", "H"],
  "positions_angstrom": [[0.13864, -0.10178, 0.11654], [-0.38057, 3.79459, 1.66803], [0.71278, 3.87113, 0.60169], [0.75549, 5.25819, -0.05802], [0.52505, 2.32538, -0.44616], [2.16357, 2.17625, -1.39810], [1.92275, 1.35931, -2.66270], [2.92337, 3.45704, -1.72687], [-0.94215, 2.40937, -1.49999], [-1.65254, 3.60458, -1.66460], [-2.92292, 3.64564, -2.20201], [-3.69316, 4.92290, -2.34086], [-3.51558, 2.44007, -2.58842], [-2.85750, 1.24959, -2.42923], [-1.56068, 1.17473, -1.86925], [-0.96589, -0.02546, -1.64714], [-1.37945, -1.16782, -2.34849], [-1.78872, -2.31740, -1.65458], [-1.95928, -2.30497, -0.15898], [-2.09025, -3.48323, -2.34485], [-2.01109, -3.54687, -3.72434], [-2.33338, -4.78799, -4.49708], [-1.62964, -2.39977, -4.40646], [-1.31645, -1.21919, -3.75833], [-0.92451, -0.03270, -4.58875], [-0.26029, 4.58573, 2.40620], [-0.33625, 2.83276, 2.18645], [-1.36451, 3.89750, 1.20898], [1.67922, 3.69098, 1.09438], [-0.19405, 5.77451, 0.06333], [0.99023, 5.22523, -1.11637], [1.51235, 5.87107, 0.42675], [2.78729, 1.57527, -0.70985], [1.40839, 1.97672, -3.39602], [1.31025, 0.47817, -2.45102], [2.86549, 1.03230, -3.09969], [2.35418, 4.07479, -2.41734], [3.86398, 3.19364, -2.21073], [3.16060, 4.03299, -0.83564], [-1.18962, 4.52154, -1.34410], [-3.19900, 5.74648, -1.83180], [-4.68929, 4.79650, -1.91835], [-3.81267, 5.18919, -3.39018], [-4.51908, 2.44613, -2.99089], [-3.34873, 0.32527, -2.69409], [-2.34720, -1.33753, 0.17927], [-1.00866, -2.51738, 0.35732], [-2.67344, -3.07719, 0.12254], [-2.42139, -4.35092, -1.79141], [-2.57153, -5.62012, -3.84141], [-1.48844, -5.07076, -5.12416], [-3.18361, -4.61174, -5.15411], [-1.58126, -2.42798, -5.48704], [-0.78558, -0.32994, -5.62630], [-0.00097, 0.40670, -4.22319], [-1.69783, 0.73439, -4.55298], [4.06612, -1.10487, 0.50519], [2.29078, -1.85473, 0.10596], [2.42072, -3.46821, 1.22713], [2.68774, -2.67086, -1.63303], [4.81223, -1.89987, 0.50063], [4.06589, -0.62950, 1.48652], [4.33769, -0.35917, -0.24170], [3.38641, -3.94639, 1.05080], [1.62633, -4.17366, 0.97878], [2.34464, -3.20563, 2.28312], [3.54727, -3.33608, -1.53931], [2.90966, -1.89873, -2.36889], [1.83031, -3.24306, -1.98658], [-0.83748, -2.23319, 3.99348], [-1.92580, -1.28006, 3.86451], [-3.09680, -1.42412, 4.70187], [-1.76891, -0.30281, 2.96765], [-2.85438, 0.72113, 2.78234], [-0.72372, -0.24500, 2.29804], [-0.96716, -2.83505, 4.88734], [0.10885, -1.69200, 4.05895], [-0.79654, -2.89307, 3.12200], [-2.93987, -2.23973, 5.40185], [-3.98584, -1.64745, 4.11054], [-3.27729, -0.51872, 5.28421], [-3.51597, 0.81316, 3.63507], [-3.45334, 0.45916, 1.90932], [-2.38992, 1.68486, 2.58591]],
  "mulliken_charge": [2.18, -1.41, 0.50, -1.92, 0.57, 0.98, -1.35, -1.71, -0.26, -0.53, 0.41, -1.80, -0.84, -0.76, -0.02, 1.26, -1.72, 1.18, -1.59, -1.02, 0.48, -1.62, -0.98, 1.86, -1.14, 0.53, 0.22, 0.29, 0.60, 0.54, 0.42, 0.35, -0.15, 0.46, -0.04, 0.62, 0.37, 0.47, 0.37, 0.34, 0.34, 0.39, 0.35, 0.41, 0.52, -0.11, 0.06, 0.60, 0.39, 0.38, 0.35, 0.34, 0.46, 0.48, -0.08, 0.29, -1.20, -0.02, -1.23, -1.10, 0.42, 0.39, 0.35, 0.43, 0.39, 0.36, 0.45, 0.32, 0.34, -0.83, 0.14, -0.97, 0.53, -0.86, -0.92, 0.40, 0.27, 0.24, 0.30, 0.36, 0.34, 0.47, 0.28, 0.03],
  "relative_energy_ev": 0.604,
  "total_charge": 1,
  "energy_ha": -4063.8760,
  "lumo_energy_ev": -1.90,
  "gap_ev": 7.3
}

---

Entry 2:
{
  "formula": "C29H49AuBN4O2P2",
  "method": "ωB97M-V with the def2-TZVPD basis set",
  "species": ["Au", "C", "C", "C", "C", "P", "C", "N", "B", "N", "C", "P", "C", "C", "C", "C", "C", "C", "C", "C", "C", "C", "C", "C", "C", "C", "C", "C", "C", "C", "H", "H", "H", "H", "H", "H", "H", "H", "H", "H", "H", "H", "H", "H", "H", "H", "H", "H", "H", "H", "H", "H", "H", "H", "H", "H", "H", "H", "H", "H", "H", "H", "H", "H", "H", "H", "H", "H", "H", "H", "H", "H", "H", "H", "C", "N", "C", "C", "C", "O", "N", "C", "O", "H", "H", "H", "H", "H"],
  "positions_angstrom": [[-0.23766, -0.67709, -0.34811], [-1.58563, 2.85785, -3.33094], [-0.33288, 3.09397, -2.47406], [0.64782, 3.99988, -3.23093], [-0.72753, 3.81469, -1.16748], [0.43733, 1.45461, -1.95837], [2.01472, 2.09050, -1.30008], [2.39184, 1.15316, -0.30143], [1.65802, 0.01207, 0.07090], [2.41424, -0.63461, 1.09338], [2.00802, -1.82505, 1.76152], [0.17621, -1.87512, 1.66113], [-0.43386, -0.85477, 3.07705], [0.35653, 0.45932, 3.12314], [-1.91156, -0.51582, 2.79549], [-0.28504, -1.59686, 4.40572], [-0.16390, -3.69111, 1.72786], [0.17723, -4.21452, 0.31577], [0.70181, -4.39410, 2.77361], [-1.66206, -3.93489, 1.97288], [3.53936, 0.15215, 1.39342], [4.55303, -0.02018, 2.31829], [5.53983, 0.96154, 2.38797], [5.51140, 2.06981, 1.54669], [4.49736, 2.23323, 0.60443], [3.51258, 1.26566, 0.54628], [0.90244, 0.39310, -3.43711], [-0.30952, -0.49549, -3.75855], [1.28742, 1.20676, -4.68029], [2.08907, -0.48798, -3.05054], [-2.07267, 3.82258, -3.50366], [-2.29528, 2.20921, -2.82621], [-1.34596, 2.43057, -4.30600], [0.16411, 4.97532, -3.33276], [0.87636, 3.64237, -4.23022], [1.58579, 4.16256, -2.69831], [-1.28482, 4.71820, -1.43238], [0.15032, 4.12798, -0.59412], [-1.35857, 3.19943, -0.53684], [1.92066, 3.09545, -0.89618], [2.72753, 2.14388, -2.13074], [2.34775, -1.85739, 2.79849], [2.39612, -2.71086, 1.25812], [0.32573, 0.99352, 2.17102], [1.40144, 0.31526, 3.40525], [-0.10805, 1.09930, 3.87791], [-2.01280, 0.04739, 1.86385], [-2.29710, 0.10252, 3.61043], [-2.53788, -1.40717, 2.72105], [0.74282, -1.91919, 4.58779], [-0.93836, -2.46585, 4.47081], [-0.56258, -0.91044, 5.20914], [1.22461, -4.04835, 0.04995], [-0.45553, -3.75130, -0.43978], [-0.00062, -5.29336, 0.29450], [1.76995, -4.23916, 2.60710], [0.51111, -5.46658, 2.68827], [0.46311, -4.09260, 3.79223], [-2.27116, -3.39830, 1.24582], [-1.96956, -3.65006, 2.98035], [-1.86490, -5.00281, 1.85325], [4.58642, -0.88740, 2.96909], [6.34515, 0.85550, 3.10356], [6.29238, 2.81540, 1.61957], [4.48619, 3.09267, -0.05594], [-1.18194, 0.09298, -4.05351], [-0.59874, -1.10656, -2.89905], [-0.05563, -1.16856, -4.58366], [0.46175, 1.80215, -5.06052], [1.57832, 0.51082, -5.47440], [2.14173, 1.86163, -4.49335], [1.86484, -1.12936, -2.18759], [2.99051, 0.08462, -2.82253], [2.31640, -1.14856, -3.89154], [-5.66652, 1.71578, 0.31197], [-4.79768, 0.59988, -0.06363], [-5.24208, -0.68226, -0.05076], [-4.41989, -1.71888, -0.26679], [-3.02639, -1.42217, -0.47313], [-2.13932, -2.30757, -0.50567], [-2.59622, -0.14069, -0.58870], [-3.46070, 0.89942, -0.36307], [-3.15158, 2.07924, -0.38749], [-6.65569, 1.32422, 0.53303], [-5.73076, 2.43708, -0.49758], [-5.27084, 2.22250, 1.18832], [-6.29738, -0.81437, 0.15148], [-4.77050, -2.74027, -0.25388]],
  "mulliken_charge": [1.30, -1.65, 1.93, -1.71, -1.83, 0.80, -2.08, 0.53, 0.19, 0.59, -1.61, -0.88, 2.29, -1.66, -1.95, -1.74, 2.13, -1.53, -1.67, -1.75, 0.28, -0.77, -0.80, -0.85, -0.55, 0.43, 1.89, -1.44, -1.90, -1.56, 0.56, 0.12, 0.29, 0.56, 0.34, 0.29, 0.59, 0.27, 0.20, 0.92, 0.52, 0.48, 0.47, 0.16, 0.31, 0.68, 0.33, 0.62, 0.29, 0.30, 0.33, 0.51, 0.28, 0.24, 0.57, 0.31, 0.56, 0.31, 0.30, 0.30, 0.55, 0.48, 0.42, 0.42, 0.51, 0.28, 0.10, 0.52, 0.37, 0.52, 0.37, 0.09, 0.27, 0.70, -0.98, 0.19, 0.02, -1.34, 0.65, -0.68, 0.23, -0.20, -0.70, 0.32, 0.30, 0.32, 0.35, 0.55],
  "total_charge": 1,
  "energy_ha": -2347.1375,
  "lumo_energy_ev": -3.52,
  "gap_ev": 7.4
}

---

- Which formula does entry 1 have?
  C29H49AsCdN2OP